Formula: C22H48BBr18N3O8
Source: OMol25
Level of theory: the ωB97M-V functional and the def2-TZVPD basis

Computed properties:
**Lowest unoccupied orbital energy**: -6.1 eV
**Energy relative to the best compared isomer or geometry (same formula, charge and spin)**: 0.0000 eV
**Gap between HOMO and LUMO**: 6.13 eV
**Net charge**: +2
**Max |F|**: 0.0467 Eh/bohr

Last column: Mulliken charge in e.
Geometry (Å):
1 N -3.737024 5.841099 0.677071  -0.196
2 H -3.059176 6.591104 0.583443  0.404
3 H -3.311521 5.070823 0.119202  0.179
4 H -4.593612 6.106609 0.188266  0.433
5 H -4.004483 5.586108 1.631912  0.235
6 N -5.742462 2.946933 -3.341324  -0.336
7 H -6.654777 2.925697 -2.889666  0.401
8 H -5.226915 3.817423 -3.243929  0.322
9 H -5.712503 2.732182 -4.342832  0.332
10 H -5.188686 2.175018 -2.931645  0.305
11 N 2.322491 6.164634 -1.615276  -0.419
12 H 2.382344 5.986645 -2.618726  0.386
13 H 3.274744 6.220874 -1.237085  0.339
14 H 1.837244 5.386669 -1.153098  0.251
15 H 1.792852 7.008705 -1.410532  0.405
16 O -3.452750 1.949767 -2.147250  -0.637
17 C -2.551051 1.724833 -1.373176  -0.033
18 O -2.062765 0.547701 -1.090107  -0.953
19 B -0.927181 0.728420 -0.187497  1.830
20 O -0.854768 2.182339 0.120709  -0.719
21 C -1.783643 2.816773 -0.508407  0.965
22 O -2.071119 3.999607 -0.516182  -1.067
23 O -1.007234 -0.181060 0.957306  -0.543
24 C 0.098561 -0.961087 1.021032  0.702
25 O 0.348852 -1.809213 1.807512  -0.533
26 C 0.926444 -0.618895 -0.223861  0.781
27 O 0.262677 0.312660 -0.911876  -0.415
28 O 2.040570 -0.989318 -0.421708  -0.670
29 Br -5.042098 2.751130 0.663894  -0.228
30 C -4.427010 1.648333 2.211776  -0.204
31 C -3.345929 2.392988 2.985037  -0.474
32 Br -4.190809 3.959366 3.899970  -0.145
33 H -3.978354 0.773311 1.745935  0.097
34 H -5.276451 1.444714 2.855320  0.545
35 H -2.595474 2.853797 2.353815  0.085
36 H -2.948052 1.718356 3.738789  0.415
37 Br -1.386972 -1.643782 -4.889913  -0.098
38 C -1.100182 -2.250942 -3.009447  0.377
39 C -1.623478 -3.645357 -2.787584  -0.560
40 Br -1.446057 -4.048668 -0.867509  -0.160
41 H -1.514932 -1.586662 -2.252837  -0.140
42 H -0.025903 -2.211479 -2.822344  -0.106
43 H -1.194852 -4.393207 -3.449498  0.419
44 H -2.696072 -3.644230 -2.975939  0.426
45 Br -3.189934 1.810954 -5.911849  -0.240
46 C -1.222380 1.851436 -5.702827  -0.718
47 C -0.927564 1.718626 -4.211900  -0.245
48 Br 0.934334 1.083138 -4.065051  -0.068
49 H -0.931326 2.796240 -6.154395  0.506
50 H -0.699511 1.085681 -6.269651  0.448
51 H -1.463846 0.925722 -3.701530  -0.154
52 H -1.118054 2.644122 -3.670220  0.480
53 Br 3.110818 -4.850580 1.974659  -0.090
54 C 2.598982 -4.636013 0.081573  -0.078
55 C 1.767174 -5.869087 -0.278837  -0.506
56 Br 1.475663 -5.967722 -2.231058  -0.155
57 H 3.537457 -4.604117 -0.465752  0.184
58 H 2.033984 -3.756463 -0.221357  0.024
59 H 0.851402 -5.640655 0.270934  0.114
60 H 2.079131 -6.845997 0.074993  0.499
61 Br -0.775499 -5.258119 4.074369  -0.057
62 C -1.430063 -3.910814 2.853272  0.323
63 C -2.859675 -4.355164 2.441252  -0.796
64 Br -4.003620 -4.668674 3.989461  -0.152
65 H -0.654766 -3.848376 2.095469  -0.363
66 H -1.541788 -2.952298 3.357583  0.209
67 H -2.829511 -5.330087 1.960776  0.441
68 H -3.282768 -3.624047 1.755244  0.446
69 Br 4.706387 3.571705 -0.781030  -0.248
70 C 3.836687 1.886382 -0.132065  -0.026
71 C 4.862190 1.103539 0.663750  -0.568
72 Br 5.969457 0.064764 -0.656205  -0.142
73 H 3.406317 1.297348 -0.936757  0.336
74 H 3.030004 2.198502 0.531866  0.087
75 H 4.418269 0.376329 1.333629  0.019
76 H 5.647538 1.706495 1.105027  0.559
77 Br 4.844538 -4.071920 -2.930152  -0.088
78 C 4.844047 -2.258285 -3.658155  -0.456
79 C 3.470438 -1.588632 -3.779734  -0.104
80 Br 2.306193 -2.748109 -4.942056  -0.135
81 H 5.299934 -2.226312 -4.645776  0.432
82 H 5.483982 -1.672059 -3.001162  0.132
83 H 3.431423 -0.649411 -4.318925  0.382
84 H 2.978330 -1.604822 -2.811315  -0.163
85 Br 0.523906 2.759553 3.125534  -0.235
86 C 0.923449 1.164264 4.196624  -0.184
87 C 2.189373 1.267312 5.044540  -0.292
88 Br 3.819047 1.043417 3.957194  -0.111
89 H 1.002727 0.393641 3.438245  -0.169
90 H 0.027260 1.068153 4.801026  0.440
91 H 2.178390 0.355564 5.644162  0.087
92 H 2.313898 2.032721 5.805274  0.489
93 Br 3.685924 -2.179222 6.314609  -0.107
94 C 2.760029 -2.494302 4.570741  -0.424
95 C 1.351671 -3.031479 4.769375  0.396
96 Br 0.219260 -1.813659 5.875214  -0.174
97 H 3.358480 -3.212665 4.008441  0.238
98 H 2.798974 -1.689625 3.834474  0.100
99 H 1.474339 -3.953005 5.335979  0.650
100 H 0.826444 -3.274608 3.850761  -0.772

Cartesian forces (eV/Å) of the 3 atoms listed first:
-0.33 0.07 -1.27
-0.08 0.39 0.62
0.02 -0.55 0.59

=====

Formula: C22H48BN5O11P
Source: OMol25
Level of theory: the ωB97M-V functional and the def2-TZVPD basis

Computed properties:
**Lowest unoccupied orbital energy**: -2.6 eV
**Gap between HOMO and LUMO**: 8.61 eV
**Net charge**: +1
**Max |F|**: 0.0291 Eh/bohr

Last column: Mulliken charge in e.
Geometry (Å):
1 C -2.117794 -0.905750 -0.030353  -0.653
2 O -2.117717 0.428766 -0.544544  -0.323
3 C -1.686990 1.308187 0.450970  -0.387
4 N -1.553399 2.614865 -0.138410  0.410
5 N -0.400978 2.911272 -0.789343  -0.318
6 C -0.449453 4.162250 -1.227041  -0.101
7 N -1.612071 4.698598 -0.892883  -0.565
8 C -2.294791 3.753404 -0.234676  0.416
9 N -3.520258 3.914937 0.259357  -0.115
10 P -4.215227 5.488341 -0.019972  0.476
11 O -4.490801 5.728301 -1.439070  -0.631
12 B -4.414419 2.937256 0.991031  0.307
13 O -4.386620 3.000847 2.346740  -0.331
14 N -5.250175 2.044974 0.231000  0.136
15 C -6.616989 2.584037 0.099168  -1.050
16 C -5.228626 0.655256 0.735134  -0.876
17 H -1.135725 -1.381984 -0.123620  0.040
18 H -2.454468 -0.945361 1.007625  0.443
19 H -2.804155 -1.479354 -0.645201  0.308
20 H -0.681243 0.981279 0.748877  0.333
21 H -2.305307 1.282839 1.352665  0.448
22 H 0.338851 2.232019 -0.891514  0.180
23 H 0.335392 4.674212 -1.754402  0.464
24 H -3.352410 6.450535 0.530231  0.127
25 H -5.435329 5.461649 0.684936  -0.004
26 H -5.302599 3.016213 2.688957  0.408
27 H -7.147563 2.071198 -0.701594  0.367
28 H -7.158723 2.572896 1.051373  0.372
29 H -6.555943 3.630222 -0.217060  0.382
30 H -6.214151 0.210001 0.645875  0.441
31 H -4.888956 0.596130 1.773555  0.324
32 H -4.502646 0.098507 0.145602  0.151
33 O 1.224738 -2.065113 -0.600377  -0.789
34 C 1.171333 -2.104624 -1.807808  0.916
35 O 0.069121 -2.581882 -2.404200  -0.371
36 C -0.179860 -2.478314 -3.813143  -0.356
37 C 0.457175 -3.617623 -4.578978  -1.080
38 C 2.350240 -1.704564 -2.655034  -1.084
39 H 0.126118 -1.501826 -4.189775  0.360
40 H -1.262350 -2.528558 -3.918302  0.362
41 H 1.542932 -3.608350 -4.482985  0.272
42 H 0.204944 -3.553002 -5.637188  0.386
43 H 0.106732 -4.574435 -4.192260  0.311
44 H 3.017214 -2.554026 -2.763153  0.203
45 H 2.882755 -0.909708 -2.143697  0.303
46 H 2.075586 -1.323364 -3.637579  0.481
47 O 4.601405 -2.488587 -1.072617  -0.555
48 C 4.592756 -3.498503 -0.412939  0.696
49 O 5.755458 -4.006535 0.011360  -0.344
50 C 5.865458 -5.071774 0.965574  -0.418
51 C 5.784399 -6.428359 0.300181  -0.962
52 C 3.307796 -4.238894 -0.127798  -0.544
53 H 5.131939 -4.953149 1.764111  0.379
54 H 6.846493 -4.950467 1.421535  0.334
55 H 4.818857 -6.581623 -0.183587  0.283
56 H 5.931964 -7.221198 1.033060  0.388
57 H 6.551019 -6.515460 -0.469879  0.263
58 H 3.088193 -4.908058 -0.960616  0.264
59 H 2.509246 -3.499053 -0.041046  -0.079
60 H 3.324901 -4.808553 0.798392  0.395
61 O 10.358414 -5.563013 0.356741  -0.561
62 C 10.152076 -4.563534 -0.272971  0.764
63 O 9.337969 -4.618809 -1.343187  -0.369
64 C 8.854644 -3.459455 -2.027583  -0.278
65 C 9.828556 -2.982339 -3.085118  -1.143
66 C 10.843033 -3.261654 0.063272  -0.957
67 H 8.589595 -2.674997 -1.318091  0.365
68 H 7.925985 -3.771748 -2.502171  0.323
69 H 10.778469 -2.674260 -2.647452  0.285
70 H 9.412194 -2.136813 -3.633390  0.366
71 H 10.044742 -3.786020 -3.789055  0.315
72 H 11.816709 -3.240895 -0.424194  0.266
73 H 10.985456 -3.223726 1.140320  0.310
74 H 10.277919 -2.375145 -0.215319  0.320
75 O -7.142180 3.185867 2.894314  -0.804
76 C -7.615911 4.127129 3.499953  0.874
77 O -7.863701 5.247731 2.833112  -0.365
78 C -8.610762 6.352522 3.376900  -0.436
79 C -7.725276 7.290312 4.168084  -1.005
80 C -7.850725 4.066120 4.985590  -1.180
81 H -9.461756 5.994054 3.954945  0.377
82 H -9.019173 6.873524 2.513769  0.363
83 H -7.285190 6.795198 5.034082  0.276
84 H -8.298553 8.147903 4.517683  0.391
85 H -6.902682 7.647636 3.548206  0.289
86 H -6.928461 4.333844 5.500429  0.293
87 H -8.117838 3.044660 5.245559  0.356
88 H -8.658825 4.704951 5.330915  0.369

Cartesian forces (eV/Å) of the 3 atoms listed first:
0.11 -0.61 -0.38
-0.30 0.20 0.40
0.57 -0.97 -0.50